Record 1
47
Properties=species:S:1:pos:R:3 method="wB97M-V/def2-TZVPD" homo_ev=-10.86 orbital_gap_ev=11.2 lumo_ev=0.36
C 19.18 -4.64 1.82
C 20.44 -4.14 2.48
O 21.56 -5.00 2.22
C 21.77 -6.09 2.98
O 21.01 -6.59 3.82
O 22.99 -6.56 2.63
C 23.60 -7.68 3.34
H 18.92 -5.65 2.13
H 19.29 -4.73 0.73
H 18.36 -3.96 2.00
H 20.24 -4.05 3.55
H 20.62 -3.11 2.16
H 24.31 -8.19 2.69
H 22.83 -8.40 3.62
H 24.00 -7.39 4.31
C 17.84 -4.76 7.58
O 18.84 -4.59 6.57
C 19.85 -3.67 6.73
O 19.81 -2.83 7.68
O 20.72 -3.84 5.73
C 21.91 -3.08 5.62
H 17.08 -5.53 7.45
H 17.37 -3.78 7.58
H 18.34 -4.91 8.53
H 22.10 -2.68 6.61
H 21.75 -2.14 5.10
H 22.76 -3.68 5.28
O 22.97 -10.52 0.18
C 22.63 -11.00 1.29
O 23.16 -12.08 1.85
C 22.23 -12.56 2.79
C 21.25 -11.39 3.07
O 21.49 -10.57 1.94
H 21.72 -13.43 2.39
H 22.91 -12.83 3.60
H 21.41 -10.81 3.98
H 20.25 -11.80 2.93
O 15.95 -9.69 2.46
C 16.81 -9.17 3.10
O 16.80 -8.05 3.93
C 18.01 -7.78 4.48
C 18.73 -9.02 4.21
O 18.10 -9.55 3.04
H 18.42 -6.92 3.95
H 17.99 -7.60 5.55
H 18.71 -9.59 5.14
H 19.71 -8.67 3.90

---

Record 2
192
Properties=species:S:1:pos:R:3 method="wB97M-V/def2-TZVPD" homo_ev=-8.28 orbital_gap_ev=8.3 lumo_ev=0.03
Sr -21.03 -11.02 -1.16
O -19.84 -12.46 0.55
H -19.19 -13.12 0.88
O -20.60 -12.81 -2.71
H -19.92 -13.39 -2.33
C -24.86 -15.35 0.53
C -24.85 -13.91 1.02
C -25.89 -13.68 2.14
O -27.27 -13.68 1.68
C -27.65 -12.68 0.69
N -23.47 -13.51 1.33
H -24.60 -16.00 1.37
H -24.14 -15.57 -0.26
H -25.83 -15.67 0.15
H -25.22 -13.21 0.27
H -25.67 -12.75 2.68
H -25.71 -14.42 2.91
H -27.21 -12.98 -0.27
H -27.33 -11.68 0.97
H -28.70 -12.66 0.40
H -22.77 -13.84 0.67
H -23.25 -14.02 2.17
C -24.23 -15.04 5.74
C -22.96 -14.22 5.30
C -21.71 -14.49 6.17
O -22.13 -14.23 7.53
C -21.00 -14.19 8.40
N -22.66 -14.58 3.92
H -24.60 -14.55 6.64
H -24.06 -16.09 5.95
H -25.03 -15.07 5.00
H -23.21 -13.16 5.33
H -20.92 -13.79 5.89
H -21.34 -15.51 6.06
H -21.31 -14.23 9.45
H -20.49 -13.24 8.28
H -20.28 -14.96 8.13
H -21.73 -14.28 3.67
H -22.55 -15.59 3.89
C -22.57 -16.58 -4.10
C -23.62 -15.54 -4.20
C -25.04 -16.13 -3.80
O -25.52 -17.17 -4.68
C -25.49 -16.80 -6.04
N -23.21 -14.55 -3.17
H -22.74 -17.39 -4.80
H -22.52 -17.06 -3.12
H -21.58 -16.15 -4.29
H -23.69 -15.02 -5.15
H -25.83 -15.41 -3.61
H -25.02 -16.63 -2.83
H -25.88 -15.83 -6.34
H -26.00 -17.50 -6.70
H -24.49 -16.84 -6.46
H -22.35 -14.09 -3.41
H -23.03 -15.10 -2.33
C -12.37 -9.87 0.05
C -12.42 -10.59 1.42
C -13.42 -11.76 1.45
O -13.47 -12.31 2.77
C -14.46 -13.35 2.86
N -11.10 -11.09 1.78
H -11.96 -10.54 -0.70
H -11.65 -9.05 0.03
H -13.35 -9.61 -0.36
H -12.72 -9.94 2.24
H -13.13 -12.47 0.68
H -14.38 -11.31 1.21
H -15.42 -13.14 2.38
H -14.68 -13.55 3.91
H -14.12 -14.25 2.34
H -10.92 -11.90 1.21
H -11.21 -11.53 2.68
C -11.91 -17.61 -1.38
C -12.48 -18.31 -0.18
C -13.69 -17.53 0.42
O -14.78 -17.45 -0.53
C -16.01 -17.02 0.07
N -12.89 -19.64 -0.55
H -12.58 -17.26 -2.16
H -11.15 -18.18 -1.92
H -11.35 -16.73 -1.08
H -11.72 -18.41 0.59
H -13.40 -16.52 0.72
H -13.96 -18.08 1.32
H -16.72 -16.82 -0.72
H -15.77 -16.12 0.63
H -16.40 -17.74 0.80
H -13.40 -20.15 0.16
H -13.53 -19.35 -1.28
C -25.31 -12.01 -3.09
C -24.38 -11.05 -2.26
C -25.25 -10.34 -1.20
O -26.21 -9.43 -1.77
C -27.22 -8.84 -0.93
N -23.42 -11.94 -1.68
H -25.83 -12.67 -2.40
H -24.73 -12.54 -3.85
H -26.18 -11.55 -3.55
H -23.91 -10.37 -2.97
H -24.52 -9.76 -0.64
H -25.83 -10.97 -0.53
H -27.47 -9.60 -0.19
H -28.07 -8.70 -1.60
H -26.87 -7.87 -0.57
H -23.78 -12.43 -0.87
H -23.35 -12.74 -2.29
C -24.15 -9.88 2.28
C -22.68 -9.97 2.41
C -22.32 -10.63 3.72
O -20.94 -10.47 4.07
C -20.62 -10.51 5.43
N -22.29 -10.76 1.24
H -24.63 -10.84 2.12
H -24.41 -9.24 1.44
H -24.62 -9.39 3.13
H -22.23 -8.99 2.31
H -22.58 -11.69 3.69
H -22.93 -10.21 4.52
H -19.60 -10.16 5.58
H -20.70 -11.54 5.78
H -21.25 -9.80 5.97
H -21.41 -11.16 1.53
H -22.85 -11.60 1.33
C -16.35 -9.98 -1.36
C -16.82 -11.24 -2.13
C -16.03 -12.54 -1.77
O -14.66 -12.47 -2.18
C -13.96 -13.70 -2.19
N -18.30 -11.33 -1.83
H -16.56 -10.20 -0.31
H -16.88 -9.10 -1.73
H -15.29 -9.81 -1.51
H -16.75 -11.08 -3.20
H -16.58 -13.41 -2.13
H -16.07 -12.64 -0.68
H -14.37 -14.45 -2.86
H -14.03 -14.12 -1.18
H -12.93 -13.41 -2.42
H -18.43 -11.74 -0.91
H -18.63 -12.08 -2.42
C -18.31 -14.52 3.64
C -18.96 -13.12 3.77
C -18.08 -11.96 3.24
O -16.88 -11.86 4.00
C -16.11 -10.64 3.93
N -20.30 -13.07 3.15
H -17.43 -14.60 4.27
H -17.82 -14.57 2.66
H -18.97 -15.39 3.70
H -19.16 -12.92 4.83
H -18.55 -10.97 3.25
H -17.79 -12.03 2.19
H -15.79 -10.28 2.95
H -15.18 -10.88 4.44
H -16.62 -9.82 4.44
H -20.49 -12.08 3.26
H -20.07 -13.25 2.19
C -20.43 -6.64 -3.29
C -20.33 -7.99 -2.45
C -19.90 -7.84 -0.93
O -19.95 -9.00 -0.12
C -19.63 -8.83 1.30
N -21.55 -8.81 -2.46
H -19.43 -6.27 -3.53
H -21.00 -5.84 -2.82
H -20.94 -6.82 -4.23
H -19.59 -8.60 -2.97
H -20.62 -7.12 -0.53
H -18.94 -7.32 -0.88
H -20.16 -7.98 1.72
H -18.56 -8.73 1.49
H -19.92 -9.71 1.87
H -21.74 -9.28 -3.33
H -22.35 -8.21 -2.30
C -19.49 -15.68 -1.60
C -20.50 -15.85 -0.50
C -20.00 -16.20 0.94
O -19.25 -17.41 1.15
C -19.85 -18.58 0.66
N -21.29 -14.65 -0.57
H -18.89 -16.58 -1.76
H -18.89 -14.78 -1.52
H -20.00 -15.53 -2.55
H -21.20 -16.63 -0.81
H -20.86 -16.25 1.61
H -19.40 -15.37 1.31
H -20.25 -18.52 -0.35
H -20.62 -19.07 1.26
H -19.03 -19.29 0.57
H -21.07 -14.28 -1.48
H -20.88 -13.92 -0.01

---

Record 3
15
Properties=species:S:1:pos:R:3 method="wB97M-V/def2-TZVPD" homo_ev="-14.19 / -14.19" e_above_lowest_kcal_mol=38.5 spin_multiplicity=2 orbital_gap_ev="9.0 / 4.9" lumo_ev="-5.20 / -9.25" total_charge=+1
C 2.40 0.69 -0.02
O 1.09 0.50 0.55
C 2.33 1.30 -1.39
H 2.88 -0.30 0.00
H 3.03 1.23 0.70
H 0.85 0.89 1.38
H 2.38 2.38 -1.30
H 1.46 1.13 -2.02
H 3.26 1.06 -1.92
C -2.06 -1.40 0.39
N -1.31 -0.53 -0.25
O -3.15 -0.94 0.88
H -2.00 -2.49 0.36
H -1.80 0.33 -0.48
H -0.30 -0.63 -0.35

---

Record 4
2
Properties=species:S:1:pos:R:3 method="wB97M-V/def2-TZVPD" homo_ev=-11.65 e_above_lowest_kcal_mol=64.8 orbital_gap_ev=11.5 lumo_ev=-0.15
H 0.00 0.00 0.71
H 0.00 0.00 -0.71

---

Record 5
30
Properties=species:S:1:pos:R:3 method="wB97M-V/def2-TZVPD" homo_ev=-7.87 e_above_lowest_kcal_mol=85.8 orbital_gap_ev=8.8 lumo_ev=0.91
C 0.97 -3.71 -0.78
C 0.74 -2.29 -0.67
C 1.58 -1.22 -0.60
N 0.95 0.03 -0.90
C -0.41 -0.28 -1.08
C -1.43 0.70 -1.42
C -2.64 0.06 -1.87
C -2.56 -1.36 -2.24
C -1.55 -2.22 -1.72
C -0.47 -1.74 -1.12
H 2.02 -4.00 -1.05
H 0.32 -4.17 -1.61
H 0.90 -4.22 0.19
H 2.72 -1.12 -0.63
H 1.40 1.03 -0.91
H -1.11 1.74 -1.35
H -3.49 0.71 -1.90
H -3.57 -1.72 -2.84
H -1.78 -3.18 -2.01
C 1.75 1.93 2.15
C 0.71 2.93 1.62
C -0.39 2.69 2.65
H 1.74 1.69 3.29
H 2.73 2.45 2.09
H 1.76 0.91 1.68
H 0.97 3.99 1.76
H 0.46 2.67 0.53
H -0.11 2.47 3.73
H -1.13 3.49 2.50
H -1.08 1.74 2.49

---

Record 6
13
Properties=species:S:1:pos:R:3 method="wB97M-V/def2-TZVPD" homo_ev=-9.78 e_above_lowest_kcal_mol=79.2 orbital_gap_ev=10.7 lumo_ev=0.89
C -2.48 -0.50 -1.49
C -1.53 -0.09 -0.86
C -0.14 0.06 -0.33
C 0.17 -1.06 0.60
O 1.23 -1.65 0.62
C 0.72 1.11 0.63
O 2.03 1.02 0.16
H -3.34 -0.86 -2.04
H 0.49 0.07 -1.23
H -0.57 -1.13 1.43
H 0.72 0.82 1.70
H 0.40 2.15 0.58
H 2.30 0.08 0.25

---

Record 7
23
Properties=species:S:1:pos:R:3 method="wB97M-V/def2-TZVPD" homo_ev=-12.42 e_above_lowest_kcal_mol=92.1 orbital_gap_ev=9.5 lumo_ev=-2.96 total_charge=+1
C -3.21 -0.36 0.01
C 0.08 1.89 1.08
C 0.81 2.26 -0.20
C 0.28 0.90 -0.04
C -3.75 -1.49 -0.31
C 0.82 -1.37 0.84
C 1.97 -0.64 -1.18
N 1.35 -0.13 0.11
O -2.69 0.64 0.26
H 0.68 1.53 1.85
H -0.99 2.15 1.32
H 0.34 2.89 -1.03
H 1.96 2.26 -0.22
H -4.03 -2.24 0.46
H -0.42 0.43 -0.71
H -3.73 -1.72 -1.35
H 0.01 -1.84 0.21
H 1.77 -2.09 0.85
H 0.51 -0.91 1.83
H 2.09 0.13 -2.02
H 2.88 -1.16 -0.91
H 1.13 -1.19 -1.55
H 2.14 0.09 0.72

---

Record 8
34
Properties=species:S:1:pos:R:3 method="wB97M-V/def2-TZVPD" homo_ev="-16.31 / -16.32" spin_multiplicity=4 orbital_gap_ev="6.2 / 7.2" lumo_ev="-10.14 / -9.13" total_charge=+2
C -0.42 1.04 3.13
C -0.54 -0.53 3.20
H 0.36 1.30 3.80
H -1.29 1.73 3.00
H 0.03 1.20 2.18
H -0.37 -0.82 2.14
H 0.20 -1.17 3.73
H -1.57 -0.87 3.40
C 0.58 2.58 -1.96
C 0.83 3.49 -2.99
C 0.99 3.02 -4.31
C 0.94 1.64 -4.51
H 0.54 2.81 -0.90
H 0.89 4.55 -2.76
H 1.14 3.71 -5.12
H 1.10 1.20 -5.47
N 0.37 1.28 -2.28
C 0.64 0.71 -3.50
C 0.55 -0.79 -3.54
N 0.27 -1.41 -2.36
C 0.21 -2.72 -2.05
C 0.47 -3.08 -4.40
C 0.24 -3.61 -3.13
H 0.13 -2.92 -0.98
H 0.07 -4.67 -2.94
C 0.68 -1.71 -4.60
H 0.91 -1.26 -5.53
H 0.50 -3.75 -5.25
Mn 0.08 -0.12 -1.09
C -1.83 -0.14 -0.66
H -2.09 -1.12 -1.10
H -2.27 0.69 -1.20
H -1.80 -0.13 0.43
Br 1.92 -0.14 0.30